# C29H51ClF7I2NO12

4 unconnected molecules or ions with the total composition C29H51ClF7I2NO12 at a distorted geometry (the ωB97M-V functional and the def2-TZVPD basis, the Open Molecules 2025 dataset).

Output
energy	-104688.646	eV
spin multiplicity	1
HOMO level	-9.1	eV
HOMO-LUMO gap	0.2815	Eh

Each line ends with the Löwdin charge.
Element x y z (Å)
C: 0.1221 -3.4149 -0.5323  -0.08
C: -1.1265 -2.4776 -0.0032  -0.20
O: -2.1542 -2.2656 -1.0589  -0.15
C: -1.8088 -1.1259 -1.9229  -0.25
O: -1.4956 -1.4106 -3.2075  -0.02
C: -1.8017 0.4551 -1.4106  -0.09
C: -0.3261 1.1600 -1.6844  -0.22
C: -0.4332 2.7995 -1.5849  -0.23
C: -0.1968 3.3506 -0.0195  -0.63
I: 1.9689 3.0414 0.3302  0.95
O: -0.6242 4.7401 -0.0328  -0.19
C: -0.5997 5.4267 1.2429  -0.20
C: -0.4910 4.5316 2.5970  -0.17
C: -0.9882 5.3302 3.9809  -0.31
C: -0.9737 4.2592 5.2656  -0.62
I: -1.8067 5.4247 6.9696  0.64
C: 0.5642 6.6215 1.1196  -0.20
O: 1.2973 6.4362 -0.1490  -0.17
C: 1.7474 7.7142 -0.7215  -0.46
Cl: 0.3862 8.6504 -1.6287  0.66
C: 2.8461 7.3119 -1.9167  -0.15
F: 2.1476 7.4862 -3.2452  -0.06
F: 3.2111 5.8555 -1.8669  0.00
C: 4.1434 8.3187 -1.9619  -0.16
F: 5.0700 8.1918 -0.8101  0.04
F: 3.7164 9.7518 -2.0033  0.03
F: 4.9548 8.0881 -3.1905  0.04
N: 1.4327 6.7462 2.3482  0.09
C: 2.7883 6.1010 2.1977  -0.19
O: 3.0523 5.0294 2.9964  0.00
F: 3.8956 6.5384 1.3180  0.02
C: 1.5959 8.2223 2.7676  -0.14
O: 0.5881 8.9434 3.3226  0.04
F: 2.9010 8.9641 2.6468  0.00
H: 0.8227 -3.6955 0.3757  0.09
H: 0.7867 -2.8043 -1.3043  0.08
H: -0.2402 -4.4346 -1.0137  0.10
H: -0.7668 -1.4737 0.4911  0.12
H: -1.6588 -3.0967 0.8593  0.14
H: -1.9379 0.4576 -0.2252  0.12
H: -2.6785 1.0231 -1.9619  0.14
H: 0.0293 0.9104 -2.7870  0.13
H: 0.4811 0.6923 -0.9694  0.07
H: -1.3970 3.2553 -2.0742  0.13
H: 0.4821 3.2342 -2.2157  0.11
H: -0.8790 2.6174 0.6303  0.12
H: -1.6257 6.0333 1.3270  0.18
H: -1.1668 3.5477 2.5804  0.13
H: 0.6030 4.1403 2.8525  0.09
H: -2.0694 5.7702 3.8354  0.10
H: -0.2659 6.1962 4.2930  0.09
H: -1.5928 3.2885 5.0508  0.06
H: 0.1714 4.0116 5.4949  0.08
H: 0.0033 7.6703 1.0092  0.17
H: 2.3230 8.3764 0.0567  0.14
C: 6.6927 -1.3779 -2.1358  -0.11
O: 5.8398 -1.8329 -3.1818  -0.20
C: 5.1149 -3.0111 -2.8167  -0.19
C: 3.6805 -2.6763 -2.3935  -0.20
O: 3.6594 -1.9057 -1.1882  -0.20
C: 3.4697 -0.5170 -1.4390  -0.11
H: 6.9922 -0.3512 -2.3609  0.09
H: 6.1933 -1.3856 -1.1619  0.08
H: 7.5875 -2.0055 -2.0947  0.09
H: 5.6399 -3.5617 -2.0269  0.12
H: 5.0785 -3.6522 -3.7040  0.12
H: 3.1510 -3.6114 -2.1833  0.12
H: 3.1408 -2.1595 -3.1964  0.13
H: 2.4137 -0.3255 -1.6561  0.06
H: 4.0854 -0.1580 -2.2656  0.09
H: 3.7455 0.0341 -0.5349  0.07
C: -6.2381 -5.7044 -0.8183  -0.11
O: -6.9527 -5.4266 -2.0185  -0.20
C: -7.8125 -4.2906 -1.8873  -0.20
C: -7.1785 -3.0361 -2.4978  -0.20
O: -6.0123 -2.6357 -1.7720  -0.19
C: -4.8098 -3.0516 -2.4111  -0.10
H: -5.4150 -6.3820 -1.0592  0.09
H: -5.8187 -4.7994 -0.3675  0.08
H: -6.9027 -6.1970 -0.1028  0.09
H: -8.0802 -4.1248 -0.8368  0.12
H: -8.7327 -4.5209 -2.4348  0.12
H: -7.8962 -2.2122 -2.4274  0.12
H: -6.9450 -3.1863 -3.5590  0.13
H: -4.5935 -2.3852 -3.2526  0.09
H: -4.8643 -4.0829 -2.7641  0.09
H: -3.9937 -2.9746 -1.6865  0.07
C: 0.9913 -7.5819 4.1145  -0.11
O: 0.1144 -8.4098 3.3569  -0.20
C: -1.0744 -7.7200 2.9595  -0.19
C: -0.9848 -7.2434 1.5058  -0.19
O: 0.0282 -6.2457 1.3460  -0.22
C: 1.2339 -6.7818 0.8107  -0.11
H: 1.9738 -8.0600 4.1430  0.09
H: 1.1050 -6.5867 3.6733  0.08
H: 0.6143 -7.4894 5.1371  0.09
H: -1.2826 -6.8824 3.6361  0.12
H: -1.9016 -8.4328 3.0449  0.12
H: -1.9369 -6.7776 1.2314  0.12
H: -0.8149 -8.0846 0.8226  0.13
H: 1.1203 -6.9312 -0.2681  0.09
H: 1.5136 -7.7244 1.2844  0.08
H: 2.0350 -6.0562 0.9799  0.09

***

# C29H52O7Si

3 unconnected molecules or ions with the total composition C29H52O7Si at a distorted geometry (the ωB97M-V functional and the def2-TZVPD basis, the Open Molecules 2025 dataset).

Output
energy	-53118.408	eV
spin multiplicity	1
HOMO level	-8.4	eV
HOMO-LUMO gap	0.3280	Eh

Each line ends with the Löwdin charge.
Element x y z (Å)
C: -4.1848 0.6057 -0.7231  -0.11
O: -3.5085 -0.4341 -1.4979  -0.24
C: -2.0574 -0.3383 -1.2924  -0.21
C: -1.4140 0.9006 -2.0961  -0.14
C: 0.1867 0.8205 -1.9417  -0.16
C: 0.8372 2.0977 -1.2124  -0.11
C: 0.6729 2.1229 0.3833  -0.33
C: 1.9840 1.5062 1.0911  -0.07
C: 1.6819 0.1024 1.8438  -0.14
C: 1.4465 0.0493 3.3931  -0.02
C: 1.1065 -1.2727 4.1628  -0.03
C: 0.9731 -2.6018 3.3798  -0.22
C: 0.5830 -3.9988 4.0731  -0.09
C: 1.2288 -2.5887 1.8446  -0.03
C: 1.5692 -1.2625 1.0770  -0.02
O: -0.4092 1.3886 1.0151  -0.02
C: -0.9474 2.1103 2.1525  -0.36
O: -1.8984 1.7890 2.8783  0.13
O: -0.1332 3.3145 2.1877  -0.07
C: 0.1897 3.6084 0.7756  -0.35
C: -1.2313 4.1078 0.1426  -0.08
C: -2.0357 5.0762 1.1365  -0.17
O: -2.5630 6.1626 0.7470  -0.01
Si: 1.4695 5.0595 0.7310  0.60
C: 0.8806 6.5632 -0.3335  -0.20
C: 1.5734 5.7444 2.5497  -0.18
C: 3.1874 4.5592 0.0255  -0.20
H: -5.0402 0.1166 -0.1182  0.10
H: -4.6356 1.3444 -1.4761  0.10
H: -3.4920 1.1410 0.0121  0.08
H: -1.9069 -0.2864 -0.1612  0.12
H: -1.5210 -1.2912 -1.6619  0.13
H: -1.6433 0.7237 -3.2109  0.10
H: -1.8668 1.9174 -1.8320  0.10
H: 0.6310 0.8027 -3.0115  0.11
H: 0.5569 -0.1369 -1.4284  0.09
H: 0.4155 3.0293 -1.7453  0.13
H: 1.9647 2.0917 -1.4742  0.11
H: 2.8021 1.2572 0.3146  0.12
H: 2.4922 2.2345 1.8324  0.12
H: 1.5361 1.0517 3.9561  0.10
H: 0.9558 -1.2436 5.3043  0.10
H: -0.3034 -4.4118 3.4635  0.08
H: 1.4558 -4.7310 4.0782  0.07
H: 0.1867 -3.8115 5.1388  0.08
H: 1.1498 -3.6007 1.3021  0.10
H: 1.7204 -1.3510 -0.0467  0.08
H: -1.0811 4.6720 -0.8561  0.12
H: -1.9157 3.2128 -0.1321  0.12
H: -2.1942 4.8026 2.2340  0.14
H: 0.9621 6.2185 -1.4376  0.05
H: 1.5749 7.4709 -0.2295  0.05
H: -0.2271 6.8227 -0.1777  0.03
H: 2.2523 5.0648 3.1652  0.04
H: 0.4809 5.7561 2.9260  0.05
H: 1.9531 6.8203 2.5232  0.04
H: 3.8513 3.9849 0.7552  0.04
H: 3.0659 4.0541 -0.9948  0.04
H: 3.7409 5.5565 -0.1844  0.05
C: -3.3731 2.5861 -7.0765  -0.08
C: -1.8952 2.9281 -6.9960  -0.28
O: -1.1931 2.1815 -6.0117  -0.17
C: -1.1906 0.7693 -6.1698  -0.29
C: -0.5658 0.3058 -7.4743  -0.08
H: -3.8542 2.7342 -6.1056  0.08
H: -3.8707 3.2203 -7.8143  0.08
H: -3.5365 1.5458 -7.3662  0.07
H: -1.7911 3.9808 -6.7196  0.12
H: -1.4113 2.8167 -7.9717  0.11
H: -2.2059 0.3747 -6.0579  0.11
H: -0.6090 0.3640 -5.3381  0.10
H: -1.1186 0.6671 -8.3434  0.07
H: -0.5480 -0.7865 -7.5206  0.08
H: 0.4596 0.6761 -7.5603  0.08
C: -0.4904 -8.8712 3.6701  -0.08
C: 0.6815 -8.1644 3.0109  -0.28
O: 1.4320 -7.3551 3.9058  -0.18
C: 2.0341 -8.0187 5.0090  -0.28
C: 3.0204 -9.0998 4.6024  -0.08
H: -1.1592 -8.1459 4.1420  0.08
H: -1.0574 -9.4399 2.9290  0.08
H: -0.1638 -9.5668 4.4462  0.07
H: 0.2990 -7.4960 2.2346  0.12
H: 1.3389 -8.8791 2.5053  0.11
H: 1.2634 -8.4203 5.6752  0.11
H: 2.5663 -7.2536 5.5792  0.12
H: 2.5384 -9.9037 4.0430  0.07
H: 3.4863 -9.5419 5.4873  0.08
H: 3.8054 -8.6818 3.9661  0.08

***

Which formula does entry 1 have? C29H51ClF7I2NO12

***

Which of these has the highest HOMO-LUMO gap? C29H52O7Si